Record 1
The following is a quantum chemistry calculation of one molecule with the formula C2H3N2OP at a distorted geometry, from OMol25.

```
9
Properties=species:S:1:pos:R:3
C -0.9732 0.9223 -0.0490
C -0.1497 1.1281 0.9865
N -0.4513 -0.4336 -0.8896
N 0.5751 -0.7905 -0.2219
O 1.2262 -1.9086 -0.6999
P 1.1750 -0.0291 1.1371
H -1.8459 1.3699 -0.4631
H -0.2805 1.9421 1.6850
H 0.7242 -2.2006 -1.4850
```

Values from the calculation:
Total charge = 0
HOMO level = -8.39 eV
Frontier orbital gap = 9.047 eV
Strongest force on any atom = 0.120 Eh/bohr

---

Record 2
The following is a quantum chemistry calculation of one molecule with the formula C2H3N2OP at a distorted geometry, from OMol25.

```
9
Properties=species:S:1:pos:R:3
C 0.6095 -0.0008 -0.6879
C -0.3385 -1.1749 -0.7921
N 0.6182 1.0559 -0.0089
N 0.0040 1.4772 1.0794
O -1.0120 -2.2077 0.3084
P -0.4730 -2.8338 -1.0321
H 1.3254 0.0976 -1.5294
H 0.0644 2.5110 1.2274
H -0.7980 1.0755 1.4352
```

Values from the calculation:
Total charge = 0
HOMO level (alpha / beta) = -7.72 / -7.91 eV
Frontier orbital gap (alpha / beta) = 6.960 / 7.322 eV
Strongest force on any atom = 0.052 Eh/bohr

---

Record 3
The following is a quantum chemistry calculation of an isolated ion of composition C2H3N2OS and charge +1 at a distorted geometry, from OMol25.

```
9
Properties=species:S:1:pos:R:3
C 0.0967 0.5783 -0.6122
C -1.2655 0.7716 0.0854
N 0.7867 -0.7133 -0.4931
N 0.1243 -0.4561 -1.5988
O -0.3749 -0.8692 -2.6025
S -1.6365 2.3096 0.3832
H 0.7260 1.3921 -0.8602
H -1.9201 -0.2100 0.0433
H 0.6389 -1.4864 0.1871
```

Values from the calculation:
Total charge = +1
HOMO level = -14.15 eV
Frontier orbital gap = 6.809 eV
Strongest force on any atom = 0.047 Eh/bohr